4 unconnected molecules or ions with the total composition C28H34BrNO12 at a distorted geometry. Source: the OMol25 dataset; level of theory: wB97M-V/def2-TZVPD.

- strongest force on any atom (eV Å⁻¹) = 1.46
- net charge = 0
- 2S+1 = 1
- structure (SMILES) = O=C(CN1C(=O)c2cccc(Br)c2C1=O)c1ccccc1.CCOC(=O)OC.CCOC(=O)OC.CCOC(=O)OC

XYZ file:
```
76
Properties=species:S:1:pos:R:3:forces:R:3
O 6.02025 -4.35033 -1.90726 0.2578 -0.1964 -0.1533
C 5.31365 -3.73980 -1.14230 -0.0266 -0.1426 -0.1087
C 5.61629 -3.83308 0.35911 0.3913 0.4253 0.2530
N 5.11303 -5.04107 0.98917 -0.1849 -0.2251 0.6539
C 5.57044 -6.30305 0.48113 -0.7108 0.2220 -0.6487
O 6.61452 -6.80448 0.73265 0.7856 -0.0933 -0.2092
C 4.40878 -6.86792 -0.28719 0.0779 -0.1141 0.1159
C 4.36667 -7.83709 -1.27038 -0.0121 0.0900 0.2850
C 3.12131 -8.13926 -1.81885 0.3455 0.0951 0.2390
C 1.97503 -7.50877 -1.35689 -0.2903 0.2308 0.0579
C 2.03531 -6.54430 -0.35346 0.1430 -0.0666 0.1312
Br 0.46312 -5.70255 0.26831 0.0621 -0.0734 -0.1143
C 3.27414 -6.21167 0.16482 -0.3181 -0.0780 0.1907
C 3.70607 -5.20009 1.19841 0.4978 -0.6954 -1.1876
O 3.08017 -4.69442 2.06564 -0.6171 0.8168 0.4617
C 4.21340 -2.88951 -1.66949 -0.4863 0.4016 0.0230
C 4.47896 -2.06273 -2.76341 -0.0509 -0.2795 0.2855
C 3.48619 -1.25000 -3.28664 0.0343 -0.0387 -0.0202
C 2.19565 -1.26514 -2.75612 0.7583 -0.2076 0.0679
C 1.93243 -2.09881 -1.67392 -0.2057 0.2287 -0.2393
C 2.92968 -2.89125 -1.12406 0.1543 0.1365 0.0460
H 5.28601 -2.93574 0.87659 -0.3101 -0.1332 0.2301
H 6.69997 -3.85790 0.44327 0.1293 -0.0220 -0.0664
H 5.28597 -8.30840 -1.58275 -0.0264 -0.1307 -0.1311
H 3.04753 -8.87614 -2.60256 -0.0608 -0.0558 -0.1016
H 1.00976 -7.74230 -1.78243 -0.0107 -0.0680 -0.0532
H 5.48423 -2.07680 -3.15802 0.0149 0.1038 -0.2036
H 3.73528 -0.60603 -4.11828 -0.0975 0.0703 -0.0483
H 1.44833 -0.61431 -3.18344 -0.2217 -0.0302 0.0490
H 0.93405 -2.11322 -1.26099 -0.0360 -0.0997 0.1247
H 2.68816 -3.50025 -0.26537 -0.0307 -0.0270 0.0599
C -2.44255 3.71610 -6.02239 0.1769 0.0878 0.1467
C -2.70754 2.27564 -5.64027 -0.2776 0.1460 -0.2585
O -1.63093 1.71736 -4.87179 0.0292 -0.0657 0.0209
C -1.58485 2.09399 -3.59462 0.0320 -0.0231 -0.0759
O -2.36250 2.82413 -3.03840 0.0022 -0.0065 0.0074
O -0.51972 1.51696 -3.03387 0.0201 -0.0346 0.0639
C -0.29614 1.90104 -1.67285 0.1325 -0.0200 0.2395
H -1.48795 3.80181 -6.54326 -0.0466 -0.0379 -0.0836
H -3.23389 4.08510 -6.67476 -0.0041 -0.0366 -0.0220
H -2.39888 4.35489 -5.14157 -0.0780 -0.0287 0.0223
H -2.77176 1.65732 -6.53362 0.1287 -0.1038 0.0639
H -3.64521 2.17011 -5.09493 0.0699 0.0428 0.1239
H -1.18589 1.74462 -1.06740 -0.0636 0.0866 -0.0677
H 0.01429 2.94331 -1.62413 -0.1050 0.0292 0.0294
H 0.50577 1.27355 -1.29295 0.0285 -0.0564 -0.1667
C -0.82173 6.83987 2.35981 0.1946 -0.0654 0.1569
C -1.33601 5.54988 1.75762 -0.2752 0.3258 -0.0578
O -0.38764 4.47681 1.89939 0.0225 -0.0815 -0.0725
C -0.31042 3.93449 3.10935 0.0641 0.0894 -0.0646
O -0.95991 4.25208 4.07383 0.1686 0.0155 0.0035
O 0.61346 2.97268 3.07722 -0.0277 -0.0141 0.0043
C 0.86001 2.34725 4.33950 0.0884 -0.1389 0.0957
H 0.14885 7.09910 1.93435 -0.0509 0.0336 -0.0839
H -1.52105 7.65190 2.16189 -0.0130 -0.0141 -0.0424
H -0.69756 6.74990 3.43811 -0.0823 -0.0206 0.0020
H -1.47563 5.66719 0.68495 0.1017 -0.1538 -0.0297
H -2.29423 5.25570 2.18634 0.0705 -0.0698 0.0986
H -0.06298 1.97627 4.77969 -0.0286 0.0791 0.0137
H 1.34363 3.04805 5.01823 -0.0870 0.0230 0.0347
H 1.52788 1.51324 4.14525 0.0075 0.0416 -0.1170
C -6.67028 1.16101 1.47222 0.2359 -0.0232 0.0395
C -7.30319 1.86888 2.65143 -0.2419 -0.0365 -0.3045
O -6.46580 1.82716 3.81537 0.0045 -0.0038 0.0507
C -5.43232 2.67045 3.80667 -0.0427 0.0006 0.0434
O -5.17184 3.46136 2.93502 0.0061 -0.0180 -0.0066
O -4.74299 2.49488 4.93032 -0.0214 0.0513 0.0256
C -3.55579 3.29736 5.01455 -0.0275 -0.0197 0.2167
H -6.40396 0.13798 1.74172 -0.0991 -0.0235 -0.0079
H -7.36300 1.13457 0.63096 -0.0334 -0.0071 0.0235
H -5.76121 1.66764 1.15149 -0.0464 0.0728 -0.0082
H -8.22223 1.36297 2.94176 0.0628 -0.0193 0.1612
H -7.55401 2.90217 2.41194 0.1388 0.0356 0.0217
H -3.78314 4.34848 4.85744 0.0045 -0.0120 -0.1080
H -2.82827 2.95989 4.29006 0.0053 0.0324 -0.1349
H -3.15527 3.16124 6.01504 -0.0994 -0.1020 0.0138
```
Forces are in eV/Å.

---

A molecular structure, C53H47GaN6O2P2 at a distorted geometry. Source: the OMol25 dataset; level of theory: wB97M-V/def2-TZVPD.

- strongest force on any atom (eV Å⁻¹) = 4.56
- energy above the lowest of the compared OMol25 structures with the same formula, charge and spin (kJ/mol) = 4.1
- net charge = +2
- 2S+1 = 1

XYZ file:
```
111
Properties=species:S:1:pos:R:3:forces:R:3
Ga -0.45353 1.07633 -0.60264 -0.7901 0.3231 0.1691
C 2.62473 1.57727 0.95420 -0.7036 -0.2943 0.2665
N 2.25702 0.48301 1.81409 0.2240 0.1974 -0.9864
C 1.01772 0.63672 2.58092 0.3247 -1.6107 -0.0835
P -0.32560 1.78829 2.03294 0.0559 0.6097 -0.1862
C -1.72033 1.54302 3.21196 0.9688 -0.0971 -0.7639
C -3.02277 1.72244 2.74713 0.1716 0.9018 -0.5189
C -4.04366 1.92064 3.67015 -0.4305 0.6054 -1.1966
C -3.81000 1.92463 5.02840 1.3143 -1.7863 -0.2798
C -2.55527 1.45993 5.46949 0.1902 1.6170 -1.7944
C -1.46411 1.39647 4.55981 -1.5712 -0.5751 1.8174
C 0.18311 3.53423 2.49673 1.0885 -1.1399 0.7105
C 1.41931 3.81300 3.16698 -1.2049 0.2798 -1.0866
C 1.75269 5.12310 3.47023 -0.4508 -0.5091 -0.1004
C 0.87012 6.13576 3.10861 0.0887 0.3764 0.7063
C -0.37137 5.85281 2.55683 0.0751 0.9481 -0.4772
C -0.72930 4.55105 2.25271 1.0591 0.1331 -0.0563
C 3.30073 -0.45242 2.22449 -2.4913 0.3574 -0.2793
C 4.54313 0.03378 2.54688 1.1131 0.4342 -0.4368
C 5.49475 -0.81945 3.08092 0.2215 -0.7045 -0.2611
C 5.17136 -2.17950 3.20552 1.0305 0.7682 0.7930
C 3.94285 -2.64713 2.83781 -0.7779 -0.9074 0.4100
C 2.96958 -1.79973 2.33356 -0.1541 -0.5777 -0.4683
P 1.87021 1.20329 -0.67133 0.0832 -0.5984 -0.5993
C 2.40003 -0.43984 -1.30823 0.2435 1.3116 0.4259
C 1.63247 -1.57428 -1.03280 -0.6336 0.5728 0.1915
C 2.00182 -2.79267 -1.56770 -0.4529 -0.0405 0.7363
C 3.05900 -2.82276 -2.44482 0.5997 0.4699 -0.1047
C 3.84263 -1.69710 -2.73351 -0.6079 0.2309 0.6307
C 3.55161 -0.47196 -2.10991 -0.0095 -1.2572 -0.5689
C 2.29001 2.43203 -1.91630 0.3103 -0.0886 0.8213
C 1.95026 2.14675 -3.23193 -1.0740 -1.0125 -0.9841
C 2.11867 3.09222 -4.21093 0.2708 0.6830 0.9027
C 2.72948 4.28828 -3.85211 0.4228 0.9608 -2.1539
C 3.17309 4.57733 -2.58567 -0.9121 -1.4533 0.7781
C 2.88660 3.63669 -1.54962 0.4984 0.9110 -2.2372
H 3.67631 1.63608 0.80224 0.8749 0.0954 -0.0997
H 2.28964 2.51467 1.39627 0.0664 0.2551 -0.5815
H 1.24548 0.83051 3.60201 0.2154 0.4029 1.1642
H 0.58475 -0.38313 2.59125 -0.3968 0.5145 0.0958
H -3.20968 1.95011 1.66661 0.1234 -0.5906 0.9843
H -5.00628 2.18655 3.23691 -0.0044 -0.0759 0.4176
H -4.59808 2.10753 5.71128 -0.5643 0.2325 0.5912
H -2.35379 1.41562 6.50174 0.1851 -0.2981 1.1023
H -0.51093 1.20298 5.04057 0.1938 0.0885 -0.5659
H 2.18740 3.08285 3.33876 -0.1293 -0.5989 0.2702
H 2.68503 5.26634 4.00117 -0.0233 0.4715 -0.1634
H 1.13263 7.16546 3.32720 -0.0409 -0.0610 -0.0875
H -1.00810 6.70436 2.25980 0.2114 -0.6642 0.3292
H -1.62280 4.36763 1.70975 -0.8435 -0.2511 -0.1670
H 4.83041 1.03145 2.18129 -0.1560 -0.3057 0.9339
H 6.48826 -0.46067 3.36222 -0.3795 -0.0968 -0.1786
H 5.87328 -2.87841 3.64508 0.1054 0.1626 -0.0678
H 3.71350 -3.69651 3.06388 0.0447 0.3960 -0.5158
H 2.05328 -2.28386 1.91535 0.5567 0.9801 0.6371
H 0.68019 -1.49886 -0.46617 0.9926 -0.0351 -0.1916
H 1.47779 -3.69969 -1.23710 0.1571 0.3691 -0.5358
H 3.27609 -3.75714 -2.88912 0.4583 -0.7629 -0.5290
H 4.66884 -1.76804 -3.42395 0.0781 -0.0643 -0.0053
H 4.21512 0.37110 -2.33903 -0.6091 -0.1192 0.3446
H 1.46956 1.19383 -3.53481 0.3876 0.6125 0.6126
H 1.76969 2.98832 -5.21488 -0.0451 -0.4270 -0.4244
H 2.91858 4.98411 -4.71341 -0.1471 -0.4201 1.1991
H 3.68765 5.49574 -2.43144 0.3119 0.4678 0.4604
H 3.24903 3.87613 -0.58403 0.0189 -0.0809 1.0169
C 0.27008 -8.18445 0.33336 -1.1675 1.4741 -0.6986
O 0.32850 -7.09575 -0.65719 0.1206 -1.4778 1.1453
C -0.85633 -6.67813 -1.10187 -1.0275 0.3741 -0.7053
C -0.77162 -5.89603 -2.24932 -1.0166 1.3057 -0.6427
C -1.88443 -5.20606 -2.79884 1.2100 -1.1157 1.1001
C -3.12508 -5.35544 -2.21092 -0.2782 -0.4743 0.3596
C -3.24456 -6.27899 -1.17525 1.2376 0.1280 0.8697
C -2.13770 -6.93662 -0.58707 -0.6965 0.3359 -0.4541
N -4.36281 -4.73606 -2.64232 0.1654 -1.4506 0.6499
N -4.48755 -3.54029 -2.82660 0.5198 1.4116 -0.3525
C -3.35225 -2.62611 -2.70078 -0.4152 -0.0921 1.0292
C -2.85358 -2.05717 -3.84605 -0.0094 -0.7316 -0.0546
C -1.83088 -1.10957 -3.78159 -0.6377 1.2602 -0.3977
C -1.44924 -0.55020 -2.59516 1.3211 -0.8334 1.4197
O -0.60065 0.45341 -2.40418 -0.0865 0.3180 -0.4680
C -1.89278 -1.17480 -1.38822 -2.1042 -0.6100 0.2811
N -1.55497 -0.58901 -0.19750 0.9624 1.1692 -0.6506
C -2.00855 -1.02383 0.94152 -0.3629 -0.8497 2.2896
C -2.87928 -2.14527 0.97791 -0.1823 0.6686 0.9265
C -3.38315 -2.65892 -0.16372 -0.6201 -1.4349 -0.7554
C -2.92216 -2.17349 -1.37541 1.0223 0.2723 -3.3174
H 1.14055 -8.75851 0.18991 0.8936 -0.7865 -0.2477
H -0.66075 -8.74962 0.16156 0.7025 -0.0414 0.2491
H 0.29583 -7.72779 1.31593 -0.2001 -0.0799 0.2590
H 0.22507 -5.79117 -2.64933 0.0003 0.1197 -0.3431
H -1.80446 -4.59573 -3.65510 0.4434 0.4929 -0.8327
H -4.16152 -6.34520 -0.63653 -0.8309 -0.3985 -0.1044
H -2.36495 -7.64654 0.21266 0.3197 0.4694 -0.1531
H -3.18793 -2.36467 -4.85578 -0.0183 0.0471 0.9017
H -1.58365 -0.60031 -4.69577 0.5277 -0.0178 -0.2387
H -1.69659 -0.52171 1.93024 -0.5224 -0.8014 -1.9189
H -3.29758 -2.55518 1.87799 0.3652 0.2477 0.6203
H -4.09969 -3.51162 -0.19645 0.5121 0.8891 0.3364
N -3.48530 1.55120 -1.89012 0.5016 0.2530 0.2549
C -2.67526 2.68202 -1.78891 -0.5273 -2.5089 0.0422
C -3.12692 3.77230 -2.42458 -1.8127 4.0841 -0.8959
C -2.44337 4.98004 -2.40896 0.2546 0.7469 -0.0365
C -1.20548 5.08242 -1.73737 -0.9297 -2.0197 0.4257
C -0.85822 3.93504 -1.04290 0.9662 0.1145 -0.5322
N -1.53261 2.76348 -1.10115 0.4928 -0.9920 0.5138
H -4.27668 1.67481 -2.53874 0.8513 -0.3374 0.6190
H -3.10865 0.59811 -1.82133 -0.3904 0.9281 -0.0903
H -4.16992 3.84015 -2.76821 0.6581 -0.4796 -0.2721
H -2.88251 5.88314 -2.88481 0.3386 -0.8797 0.2513
H -0.54755 5.91334 -1.70312 0.1295 0.7642 -0.0604
H 0.08717 3.85739 -0.49219 -0.4132 0.3033 -0.1028
```
Forces are in eV/Å.

---

A molecular structure, C3H9N3O at a distorted geometry. Source: the OMol25 dataset; level of theory: wB97M-V/def2-TZVPD.

- strongest force on any atom (eV Å⁻¹) = 2.36
- energy above the lowest of the compared OMol25 structures with the same formula, charge and spin (kJ/mol) = 478.3
- net charge = 0
- 2S+1 = 1

XYZ file:
```
16
Properties=species:S:1:pos:R:3:forces:R:3
C -0.89402 -0.68997 -2.18885 -0.0036 -0.1993 0.1038
C 1.06843 1.94117 1.25751 0.0676 0.3538 -0.1587
N -0.02445 -1.39338 0.20429 0.2528 0.5354 -0.9567
N -0.49914 -1.63051 1.38879 -0.7987 1.2057 0.0935
C 0.49402 -0.04223 0.13853 1.3487 -0.1492 1.9352
O -1.12284 -0.45387 -0.82573 -0.6438 -0.3147 0.1872
N 0.44652 0.64835 1.21157 -0.0559 -0.4750 -1.0236
H -0.63141 -0.72189 1.93285 -0.0042 -1.3776 -0.3356
H -1.12000 -2.43097 1.43893 0.2376 0.2686 0.1399
H 1.15111 0.13354 -0.71905 -0.3848 0.1128 0.0313
H -0.54713 -1.71244 -2.38022 -0.0211 0.0437 0.0542
H -0.16200 0.00978 -2.61323 -0.0004 -0.0085 0.0002
H -1.85029 -0.54797 -2.69676 0.0311 -0.0021 -0.1034
H 0.30893 2.72433 1.17281 0.0855 0.0126 0.0463
H 1.81019 2.09838 0.46131 -0.0767 -0.0249 0.0214
H 1.57208 2.06768 2.21726 -0.0341 0.0187 -0.0349
```
Forces are in eV/Å.

---

Computed values of HOMO (unit: Ha) for the preceding records, in sequence: -0.3518; -0.4431; -0.3283.
Computed values of LUMO level (unit: eV) for the preceding records, in sequence: -0.3; -5.3; 1.0.
Computed values of DFT total energy (unit: eV) for the preceding records, in sequence: -125690.492; -139698.710; -9770.582.